1.
99
Properties=species:S:1:pos:R:3:forces:R:3:mulliken_charge:R:1 method="wB97M-V/def2-TZVPD" total_charge=+1 multiplicity=1
C -4.620 2.943 1.106 -0.8 0.3 2.1 1.0255
C -5.787 3.175 1.436 0.2 0.8 -0.2 -1.5578
P -7.439 3.764 2.038 1.6 -1.3 -1.3 0.7216
C -8.572 4.210 0.619 -1.1 1.0 -0.4 -0.7336
C -10.104 4.205 1.092 -0.1 -0.8 -0.6 -0.4860
O -10.210 4.726 2.442 0.1 -0.4 -0.9 -0.4574
P -7.119 5.579 3.247 1.6 3.9 -0.1 0.1787
N -6.518 6.733 2.340 -0.2 -0.8 0.7 -0.6638
P -8.349 2.076 3.110 -1.2 -2.4 0.4 0.2918
C -8.254 2.328 4.976 1.1 -0.3 0.6 -0.9544
O -7.348 0.718 2.838 -0.3 2.0 0.0 -0.4965
H -3.514 2.759 1.255 -1.7 0.1 -1.0 0.4131
H -8.300 5.251 0.239 0.0 -1.3 0.7 0.4108
H -8.502 3.526 -0.278 0.3 0.5 1.2 0.3853
H -10.471 3.125 1.046 0.4 1.4 0.2 0.3697
H -10.727 4.806 0.348 0.9 -0.6 1.0 0.3732
H -11.143 4.687 2.731 0.6 0.0 -0.3 0.2942
H -8.350 6.095 3.798 0.3 -1.4 -0.2 0.1597
H -6.195 5.270 4.296 -0.9 -0.7 -0.1 0.1493
H -5.588 7.028 2.658 -0.3 -0.3 -0.5 0.2542
H -8.628 1.361 5.453 0.4 1.1 -0.9 0.3492
H -7.186 2.480 5.347 -1.4 -0.1 -0.4 0.3181
H -8.940 3.145 5.348 0.8 -0.8 -0.8 0.3257
H -7.134 0.656 1.882 -0.2 -0.1 0.7 0.3273
C -2.112 2.238 -2.524 0.0 -0.1 0.0 -0.9691
C -1.632 2.912 -1.249 0.1 -0.1 -0.2 -0.2602
O -1.214 1.998 -0.246 -0.4 0.2 0.4 -0.3688
C -0.132 1.136 -0.590 0.2 -0.2 -0.2 0.0989
C 1.142 1.879 -0.951 0.0 0.2 0.0 -1.0966
H -2.937 1.554 -2.306 0.0 0.1 0.0 0.2803
H -2.455 2.986 -3.243 0.0 0.0 0.1 0.4139
H -1.322 1.656 -3.000 0.0 0.1 0.0 0.1339
H -2.459 3.485 -0.821 0.1 0.0 0.1 0.3443
H -0.836 3.632 -1.462 0.0 0.0 -0.1 0.3009
H -0.433 0.456 -1.392 0.1 0.1 0.0 0.1811
H 0.060 0.513 0.287 -0.2 0.1 0.0 -0.0981
H 1.011 2.515 -1.828 0.1 -0.1 -0.1 0.3237
H 1.944 1.171 -1.167 -0.1 0.0 0.0 0.3167
H 1.455 2.522 -0.124 0.0 -0.1 0.0 0.3474
C 2.521 -1.234 -4.798 -0.1 -0.1 -0.1 -1.2325
C 2.379 -0.979 -3.307 0.1 0.0 -0.2 0.0926
O 1.067 -1.218 -2.813 -0.2 0.2 0.2 -0.2782
C 0.565 -2.538 -2.969 0.1 -0.1 0.0 -0.4742
C 1.405 -3.594 -2.271 0.1 0.0 0.1 -0.9539
H 1.815 -0.615 -5.360 0.1 0.0 0.1 0.3191
H 3.535 -1.000 -5.129 -0.1 0.1 0.1 0.3489
H 2.318 -2.275 -5.055 0.1 0.0 0.0 0.3608
H 2.599 0.072 -3.109 -0.2 0.0 0.0 -0.0066
H 3.111 -1.561 -2.737 0.0 -0.1 0.0 0.2762
H 0.442 -2.773 -4.031 0.1 -0.1 0.0 0.3472
H -0.438 -2.540 -2.534 0.1 0.2 0.0 0.3506
H 2.420 -3.641 -2.671 -0.1 -0.1 0.0 0.2776
H 0.952 -4.581 -2.391 0.0 0.1 0.0 0.4861
H 1.486 -3.374 -1.203 0.0 0.0 -0.1 0.1353
C 1.447 -1.362 4.806 -0.1 -0.1 0.0 -1.1135
C 2.067 -1.109 3.442 0.0 0.0 0.1 -0.0604
O 2.286 -2.293 2.689 0.2 -0.1 -0.1 -0.4009
C 1.135 -3.068 2.386 -0.1 0.1 0.0 0.0432
C 0.095 -2.317 1.573 0.0 0.1 -0.1 -1.1752
H 2.074 -2.038 5.392 0.0 0.1 0.0 0.2853
H 1.336 -0.422 5.353 0.0 0.0 0.0 0.4190
H 0.459 -1.818 4.727 0.0 0.1 0.0 0.2655
H 3.047 -0.646 3.582 0.0 -0.2 -0.1 0.3632
H 1.469 -0.397 2.864 -0.1 0.0 0.0 0.0442
H 0.700 -3.474 3.305 -0.1 0.0 0.0 0.2764
H 1.484 -3.925 1.805 0.2 0.1 0.1 -0.0036
H -0.295 -1.449 2.109 -0.1 -0.1 0.0 0.3844
H -0.747 -2.971 1.336 0.1 0.0 0.0 0.4674
H 0.531 -1.954 0.638 0.0 -0.1 0.0 0.1774
C 4.136 -5.258 0.895 0.1 0.0 -0.1 -0.9570
C 3.548 -6.176 1.954 0.1 0.0 -0.1 -0.2587
O 3.843 -7.549 1.741 -0.2 -0.1 0.0 -0.4517
C 5.219 -7.902 1.729 0.0 0.1 0.1 -0.3078
C 5.941 -7.580 3.025 0.0 0.1 0.1 -1.0080
H 3.780 -5.544 -0.099 0.0 0.0 0.1 0.2683
H 3.848 -4.221 1.088 0.0 -0.1 0.0 0.3599
H 5.226 -5.302 0.877 0.0 0.1 0.1 0.3208
H 2.460 -6.086 1.931 0.0 -0.2 0.0 0.2476
H 3.862 -5.872 2.958 0.1 0.1 0.0 0.2667
H 5.721 -7.438 0.873 0.0 0.1 0.0 0.2973
H 5.258 -8.981 1.561 -0.2 0.1 0.0 0.3363
H 5.939 -6.510 3.241 0.1 0.0 -0.1 0.2543
H 6.982 -7.909 2.972 -0.1 0.0 0.0 0.3874
H 5.458 -8.084 3.866 0.0 0.0 -0.1 0.2780
C 5.930 2.573 -2.365 -0.1 0.1 0.0 -1.0123
C 5.765 1.581 -3.504 0.0 0.1 0.1 -0.3361
O 4.676 1.881 -4.366 -0.2 -0.2 0.0 -0.3620
C 4.724 3.135 -5.031 0.1 0.0 0.0 -0.3646
C 5.941 3.302 -5.925 0.1 -0.1 0.0 -1.0678
H 5.015 2.626 -1.768 0.1 0.0 0.0 0.2024
H 6.756 2.273 -1.717 -0.1 0.0 0.0 0.3932
H 6.141 3.580 -2.729 0.1 0.0 0.0 0.2758
H 5.563 0.593 -3.083 -0.1 0.0 -0.2 0.3352
H 6.690 1.487 -4.081 0.0 0.1 0.0 0.3449
H 4.655 3.951 -4.304 0.1 0.0 0.0 0.3203
H 3.823 3.193 -5.646 0.0 -0.2 0.1 0.3189
H 6.874 3.259 -5.360 0.0 0.1 0.0 0.2686
H 5.905 4.265 -6.439 0.0 -0.1 0.0 0.3914
H 5.976 2.507 -6.674 0.0 0.1 0.0 0.2912

2.
10
Properties=species:S:1:pos:R:3:forces:R:3:nbo_charge:R:1 method="wB97M-V/def2-TZVPD" de_lowest_ev=3.104 multiplicity=1
N 0.569 -1.881 -0.778 0.7 -3.6 2.4 -0.8191
C 0.072 -0.674 -0.293 -1.2 3.9 1.8 -0.0151
C -0.586 -0.202 1.012 2.0 -1.8 -2.6 -0.0522
N -0.566 1.100 1.115 -0.1 -0.9 0.2 -0.1235
O 0.034 1.590 -0.073 -0.9 -0.7 0.8 -0.2833
C 0.350 0.553 -0.836 -0.5 -1.4 -0.4 0.1277
H 1.059 -2.346 0.082 -0.5 1.2 -2.1 0.3618
H -0.089 -2.677 -0.962 0.0 1.6 -0.2 0.3737
H -0.850 -1.052 1.671 -0.4 1.6 0.4 0.2230
H 0.573 0.756 -1.859 0.8 0.3 -0.3 0.2070

3.
50
Properties=species:S:1:pos:R:3:forces:R:3:nbo_charge:R:1 method="wB97M-V/def2-TZVPD" de_lowest_ev=4.228 total_charge=+1 multiplicity=1
Zn 0.109 0.472 -0.163 0.7 0.4 0.5 1.7735
F 1.134 1.298 1.330 0.1 -0.6 -0.3 -0.8858
C 1.105 2.568 -2.459 -0.9 -1.9 2.2 0.7736
O 0.715 2.118 -1.400 0.1 0.4 1.1 -0.7051
N 1.588 1.828 -3.421 1.9 -3.6 -3.1 -0.8302
N 1.093 3.792 -2.823 -0.8 5.7 -0.7 -0.7894
H 1.886 2.290 -4.268 0.3 -0.3 0.2 0.3768
H 2.153 1.041 -3.137 -0.3 -0.1 -0.1 0.4012
H 1.233 4.001 -3.801 0.0 0.4 0.5 0.3854
H 0.756 4.532 -2.224 -0.1 -0.3 -0.1 0.4180
C -0.320 -0.495 4.325 -1.4 1.4 0.1 0.7482
O -1.479 -0.183 3.977 0.6 -1.1 1.1 -0.7227
N 0.153 -0.888 5.497 -1.8 -1.6 3.1 -0.8296
N 0.708 -0.314 3.564 2.1 0.4 -3.7 -0.8249
H -0.537 -1.202 6.165 0.6 0.1 0.4 0.4014
H 1.140 -0.824 5.705 -0.6 0.0 0.1 0.4090
H 1.467 -0.978 3.612 0.0 0.5 -0.2 0.3809
H 0.486 0.146 2.693 0.8 0.2 -0.7 0.4501
C 2.952 -0.562 -0.646 -0.9 1.5 1.7 0.7647
O 1.741 -0.600 -0.801 -2.2 -0.7 -1.0 -0.8014
N 3.714 -1.304 -1.337 2.9 -3.3 -3.8 -0.7951
N 3.477 0.213 0.245 0.5 1.7 1.9 -0.8308
H 3.208 -1.724 -2.104 0.6 -0.3 -0.1 0.3996
H 4.701 -1.110 -1.424 -0.2 -0.2 -0.1 0.3997
H 2.680 0.638 0.697 0.0 1.4 1.4 0.4623
H 4.444 0.337 0.506 -0.4 -0.2 -0.2 0.4046
C -0.467 -2.446 1.049 2.8 3.7 -6.8 0.7912
O -0.564 -1.255 0.754 -1.2 0.4 1.0 -0.7696
N -0.630 -2.975 2.161 -1.2 -2.9 5.6 -0.7754
N 0.079 -3.279 0.120 -0.1 -1.8 0.2 -0.8345
H -0.402 -3.959 2.152 -0.5 0.2 1.2 0.3909
H -0.825 -2.427 2.986 -0.2 -0.3 -0.1 0.4365
H 0.376 -4.139 0.559 0.3 -0.2 -1.2 0.3624
H 0.365 -3.047 -0.820 -0.2 0.4 0.6 0.4247
C -1.404 -0.391 -2.922 1.8 1.2 4.0 0.7779
O -0.900 -0.067 -1.841 0.2 -0.7 -0.6 -0.7708
N -2.659 -0.713 -2.948 -3.7 -0.8 0.0 -0.8074
N -0.764 -0.421 -4.038 0.9 -0.3 -3.8 -0.7977
H -3.114 -0.657 -2.048 -0.2 0.1 -0.4 0.4251
H -3.193 -0.787 -3.802 0.0 -0.1 0.4 0.3916
H -1.408 -0.532 -4.808 1.1 -0.2 -0.6 0.3849
H 0.238 -0.373 -4.158 -0.5 0.3 0.2 0.4248
C -2.695 1.432 0.949 4.9 -1.6 -3.0 0.7806
O -1.595 1.211 0.367 -1.9 1.9 0.5 -0.8216
N -3.057 0.821 1.967 -1.6 -3.1 4.9 -0.7712
N -3.601 2.215 0.520 -2.6 5.2 -4.1 -0.8228
H -3.916 1.213 2.326 0.5 -0.9 1.2 0.3803
H -2.359 0.284 2.461 -0.3 -0.4 0.8 0.4581
H -3.229 2.952 -0.062 -0.6 -0.1 -0.3 0.4054
H -4.581 2.253 0.764 0.5 -0.1 0.2 0.4029

4.
95
Properties=species:S:1:pos:R:3:forces:R:3:mulliken_charge:R:1 method="wB97M-V/def2-TZVPD" total_charge=-1 multiplicity=1
C -4.331 5.083 -2.935 -1.2 0.4 0.9 -1.1587
C -4.669 4.848 -1.403 0.2 0.7 -0.6 0.4866
Cl -6.211 5.832 -1.119 0.5 -0.6 -0.2 -0.2033
C -3.590 5.430 -0.405 -0.6 -0.9 -1.1 -1.0824
C -2.631 4.363 0.280 0.4 1.3 0.8 0.3500
C -1.931 3.450 -0.793 2.4 1.0 -0.7 -0.3638
C -0.539 4.188 -1.290 -1.6 1.0 -2.5 0.3070
C -0.767 5.285 -2.475 2.3 -4.0 -1.4 -0.7604
O -0.112 3.857 -2.640 -0.3 0.1 3.1 -0.5296
N -1.646 5.280 0.944 0.2 1.1 0.7 -0.2685
C -2.060 5.780 2.226 -1.0 -2.5 -1.5 -0.5545
O -1.651 6.747 2.783 0.3 -0.4 -0.1 -0.4748
C -3.151 4.701 2.717 0.7 1.5 0.0 0.4427
P -4.666 5.795 3.049 -1.7 1.5 3.1 0.4417
O -4.678 6.344 4.466 -0.1 -5.1 -0.7 -0.6286
P -2.540 4.322 4.459 -2.6 -0.8 2.7 0.3020
O -3.550 3.513 5.245 1.4 0.1 -1.1 -0.7260
C -3.169 3.591 1.593 0.7 0.0 -0.3 2.6774
C -2.189 2.481 2.204 1.4 0.2 -1.3 -0.9482
C -0.728 2.580 2.013 -0.1 -2.1 1.2 -0.2283
C 0.129 1.571 2.632 -2.8 -0.1 0.6 -0.7414
C -0.549 0.544 3.418 -0.8 1.8 -1.3 -0.4580
C -1.994 0.594 3.481 1.2 -0.6 0.6 -0.6416
N -2.814 1.512 2.918 2.7 0.2 -0.5 -0.3260
P -4.762 2.534 1.380 -1.4 -0.5 2.2 -0.2357
O -6.072 3.522 1.002 1.4 -0.7 -1.1 -0.3813
Cl -4.406 1.260 -0.318 0.1 0.9 -0.3 -0.2762
H -3.473 4.466 -3.286 -0.7 0.5 0.2 0.1516
H -4.173 6.187 -3.053 0.3 -1.0 -0.1 0.3297
H -5.287 4.859 -3.486 1.2 0.0 0.3 0.4219
H -4.936 3.780 -1.242 0.2 0.9 0.1 0.0870
H -4.108 6.106 0.315 0.6 -0.8 -0.2 0.4413
H -2.924 6.096 -1.027 -0.5 -0.7 0.7 0.5275
H -2.498 3.309 -1.740 0.1 0.1 0.9 0.3752
H -1.625 2.441 -0.429 -0.4 0.8 -0.1 -0.1060
H 0.250 4.433 -0.499 -1.1 -0.4 -1.5 0.4112
H -1.484 5.031 -3.289 -0.6 1.3 1.5 0.1754
H 0.107 5.806 -2.928 -0.9 0.8 1.3 0.4304
H -1.373 6.109 0.411 0.1 -0.5 -0.2 0.4336
H -4.691 6.951 2.185 0.4 -0.8 -0.1 0.0673
H -5.921 5.142 2.881 0.7 -0.7 -0.5 -0.0567
H -1.255 3.678 4.470 -0.3 0.5 -0.6 0.0485
H -2.347 5.552 5.167 0.3 -0.2 -1.1 0.1878
H -0.237 3.378 1.426 -0.8 -0.5 0.5 0.1571
H 1.236 1.564 2.566 -0.9 0.2 -0.1 0.3743
H 0.015 -0.248 3.952 -0.6 0.7 -0.4 0.5516
H -2.486 -0.206 4.091 0.3 0.9 -0.7 0.3545
H -6.648 2.980 0.426 0.1 0.5 0.4 0.3390
O -0.090 -2.792 -1.734 0.2 -0.2 -0.3 -0.5096
Si -0.345 -1.718 -0.480 -0.4 0.5 0.8 0.4608
C 0.383 -2.395 1.110 0.0 -0.2 -0.4 -0.6880
C -2.181 -1.444 -0.232 0.3 -0.3 -0.2 -0.7117
C 0.450 -0.058 -0.815 0.1 -0.4 -0.5 -0.6507
Si -0.470 -4.360 -2.117 -0.5 -0.2 0.6 0.5278
C 0.218 -4.848 -3.791 0.1 0.5 -0.2 -0.5896
C -2.330 -4.585 -2.169 0.3 0.2 -0.1 -1.0687
C 0.237 -5.532 -0.835 0.1 0.3 -0.2 -0.9341
H -0.146 -3.297 1.426 0.1 0.0 0.1 0.3043
H 0.306 -1.656 1.909 0.0 0.0 -0.1 0.0970
H 1.438 -2.649 0.973 0.0 0.0 0.1 0.2888
H -2.651 -1.134 -1.169 -0.1 0.0 0.1 0.3174
H -2.354 -0.666 0.515 0.0 0.0 0.0 0.0777
H -2.668 -2.360 0.110 -0.1 0.1 0.0 0.3365
H 0.039 0.395 -1.721 0.0 0.1 0.0 0.2675
H 1.531 -0.157 -0.942 0.0 0.1 0.0 0.4110
H 0.263 0.619 0.020 0.0 -0.1 0.0 -0.0644
H -0.190 -4.212 -4.583 -0.1 0.0 0.0 0.3190
H -0.045 -5.884 -4.019 0.0 0.0 0.0 0.2762
H 1.305 -4.764 -3.801 -0.1 -0.1 0.0 -0.3209
H -2.763 -4.445 -1.177 0.0 0.0 0.0 0.2889
H -2.587 -5.589 -2.514 0.0 0.0 0.0 0.3712
H -2.785 -3.860 -2.848 -0.1 0.0 0.0 0.3111
H -0.238 -5.376 0.136 0.0 0.0 0.0 0.2988
H 1.312 -5.372 -0.719 0.0 -0.1 0.1 0.2451
H 0.074 -6.570 -1.131 0.0 0.0 0.0 0.4084
C 4.367 -4.143 -3.031 0.4 -0.5 1.3 -0.0718
Cl 3.741 -5.599 -3.840 0.1 0.3 -0.3 0.0049
Cl 5.139 -3.082 -4.243 0.1 0.2 -0.2 -0.1192
Cl 3.025 -3.272 -2.264 0.1 0.1 -0.4 0.1782
Cl 5.550 -4.605 -1.821 -0.2 0.2 -0.3 -0.0187
Li 3.036 -3.224 -5.238 -0.2 -0.1 0.2 0.9665
B 9.452 -7.089 0.545 0.1 -0.3 0.2 1.1307
O 8.802 -5.772 0.727 0.3 -0.1 -0.6 -0.5283
C 9.176 -5.001 -0.285 -1.2 1.2 1.2 0.6038
O 8.821 -3.859 -0.440 0.0 -0.3 -0.2 -0.6321
C 10.089 -5.768 -1.183 1.4 -1.0 -1.3 0.5586
O 10.601 -5.357 -2.190 -0.3 0.1 0.2 -0.6109
O 10.251 -6.993 -0.696 -0.4 0.6 0.2 -0.5136
O 10.306 -7.421 1.700 -0.6 -0.3 -0.3 -0.4949
C 9.854 -8.561 2.221 1.6 0.5 1.2 0.5738
O 10.327 -9.111 3.177 -0.2 0.0 -0.2 -0.5893
C 8.680 -9.030 1.428 -1.6 -0.8 -0.9 0.5794
O 8.038 -10.023 1.630 0.2 0.2 0.1 -0.6024
O 8.445 -8.163 0.443 0.4 0.1 0.4 -0.4790
Cl -4.282 8.358 3.615 0.8 5.2 -1.5 -0.7278

Number 1: HOMO energy -0.388 Ha, gap between HOMO and LUMO 6.7 eV, E_LUMO -3.82 eV. Number 2: HOMO energy -0.347 Ha, gap between HOMO and LUMO 10.2 eV, E_LUMO 0.74 eV. Number 3: HOMO energy -0.433 Ha, gap between HOMO and LUMO 9.7 eV, E_LUMO -2.10 eV. Number 4: HOMO energy -0.107 Ha, gap between HOMO and LUMO 1.1 eV, E_LUMO -1.85 eV.